Entry 1:
155
Properties=species:S:1:pos:R:3:forces:R:3 method="wB97M-V/def2-TZVPD" orbital_gap_ev=8.550 fmax_ev_per_a=6.65 smiles="C[C@H](O)CNCCO[C@](C#N)(C[C@H]1CO1)[C@@](C)(C#N)CC(=O)Cl.c1ccncc1.c1ccncc1.c1ccncc1.c1ccncc1.c1ccncc1.c1ccncc1.c1ccncc1.c1ccncc1.c1ccncc1.c1ccncc1" multiplicity=1 energy_ha=-3992.6761 homo_ev=-8.40
C -3.751 2.751 3.978 -0.1888 -0.1177 0.1597
H -8.795 3.671 9.339 0.0423 -0.0499 -0.0207
O -3.467 6.138 -2.081 2.2083 -2.7714 3.0405
H 2.650 6.864 -1.680 -0.6022 -1.8862 0.1107
N 0.755 -0.875 -8.780 -0.2274 0.8334 -0.1846
H -0.388 -4.328 5.208 -0.0231 0.0660 -0.0689
N 2.132 -3.304 -12.008 0.5543 -0.4417 -0.1158
C 3.291 -0.024 5.725 0.1199 -0.0182 -0.0077
C -0.327 -3.960 10.089 0.1183 -0.0141 -0.1290
H -0.337 2.721 -9.742 0.0199 -0.0598 0.0111
H 1.073 -4.418 7.041 0.0291 0.0062 0.0718
H -0.606 5.523 -3.142 0.1684 -0.2188 1.7223
C -0.032 1.715 -9.472 -0.0304 0.1283 -0.0193
C 2.380 5.891 3.797 -0.5615 -0.0885 -0.1327
C 2.870 -5.431 -12.860 0.1472 0.0508 0.0550
H 3.452 7.958 6.235 -0.0505 -0.0368 -0.0462
N 1.473 -1.434 -5.327 0.0033 -0.8103 -0.1435
H -1.165 -4.165 8.119 0.1048 -0.0483 0.0230
H 0.153 1.002 -4.305 0.3296 0.2577 1.6237
C -3.227 5.791 -0.540 1.2269 -2.1046 -4.7176
C 2.110 -4.239 8.916 0.1248 0.0647 0.5804
H 1.171 -1.159 -10.773 -0.0597 0.0177 -0.0388
C 3.763 -8.992 -5.149 0.0717 -0.0367 0.0243
H -1.696 -1.195 0.316 1.2972 -0.3182 -0.4833
H 0.869 -4.634 -12.934 0.0562 -0.0467 0.0018
C -0.306 2.674 -2.779 0.0465 -1.8192 -1.6771
H -0.842 6.541 -1.581 0.5854 -1.5530 -0.5561
H -0.656 3.250 -3.726 0.7914 -0.5963 1.6170
H -0.055 -1.523 -3.952 0.0723 -0.0788 0.0509
C 0.807 -0.436 -10.049 0.1032 -0.4057 0.4435
H 1.298 1.219 -0.753 -0.6982 -1.4789 -0.4693
C 2.597 -9.599 -5.597 0.1192 0.0877 0.0421
C -1.579 -2.670 4.520 -0.1158 0.0622 0.0155
H 0.496 1.137 -11.482 0.0053 -0.0508 0.0454
H -0.787 -2.221 3.932 -0.0132 -0.0660 0.0056
O 3.632 3.833 -2.713 0.9139 5.0070 3.7232
H 0.798 7.439 -0.053 0.1029 -1.9573 0.5898
C 4.439 -3.963 -11.805 -0.0409 -0.1280 -0.0631
C 2.137 -2.104 -6.287 -0.1198 0.3173 0.5539
H 2.622 -6.360 -13.359 -0.0140 0.0627 0.0280
H -1.249 2.368 -2.206 1.3952 0.7179 -0.3382
C 0.465 -2.087 -4.721 0.2221 0.3622 -0.0684
C 3.667 4.859 -1.979 -1.8597 -3.3371 -3.0426
H -2.752 3.888 -2.059 0.4968 3.0760 0.4013
H 3.103 -4.348 8.492 -0.0572 0.0055 -0.0373
C 2.265 4.148 0.207 1.6725 -1.6071 1.9593
H 1.804 5.713 -2.840 0.5934 -0.2363 1.7382
N 2.073 -4.067 10.248 -0.5683 -0.0062 -0.3572
H -3.034 2.409 1.975 -0.0965 -0.0321 0.2286
H 1.547 1.403 -3.080 -1.9138 -0.1455 -0.6712
H 2.301 -0.727 1.105 -1.5908 -0.6661 0.3567
C 1.386 5.259 -0.586 0.5734 -1.6168 0.3901
C -7.720 0.311 7.923 0.5398 0.3153 0.2126
N 1.587 -7.445 -5.966 0.5700 -0.3841 0.2030
C 3.395 -3.073 -11.611 -0.6174 0.0305 -0.1203
C -5.362 1.134 4.699 0.0361 0.0419 0.0019
C 4.167 -5.166 -12.441 0.0567 -0.0604 -0.0156
H 0.110 6.149 1.155 1.1936 0.1211 -1.1534
H -1.279 -3.847 10.593 0.0592 -0.0013 -0.0106
H -4.687 2.775 5.915 -0.0133 -0.0721 -0.0432
C 4.661 -0.234 5.665 0.0577 0.0354 0.0457
H 4.608 -9.593 -4.832 -0.0606 0.0401 -0.0197
N 1.049 6.071 3.849 0.3931 0.4200 0.4309
H 0.525 -5.066 -6.300 0.0364 0.0344 0.0221
C 0.105 4.442 -1.200 1.1347 0.6260 0.8111
N 0.022 0.163 -2.247 0.6724 1.1676 -0.1599
C -0.663 3.768 0.067 -2.6334 -2.7206 1.2298
C 0.983 -4.279 8.111 -0.1140 0.0267 0.1368
H 0.274 -0.379 -6.843 -0.0323 0.1653 -0.1128
C 0.859 -3.930 10.806 0.5894 -0.0533 -0.1335
H -3.991 5.046 -0.142 0.8855 1.7855 -0.2619
H -6.406 2.952 9.289 -0.0652 0.0131 0.0083
H 1.152 -2.255 1.220 0.2791 1.9652 -0.1474
C 2.780 7.430 5.568 0.0636 0.0411 0.0502
C 1.835 -3.400 -6.671 -0.0687 -0.0088 0.1896
C 0.089 -3.384 -5.032 0.1612 -0.0039 -0.1765
H 0.858 -3.791 11.882 -0.0494 -0.0064 -0.0299
C -7.190 2.309 8.903 0.3451 -0.5046 -0.1926
C 0.791 -4.049 -6.028 -0.0865 -0.1346 -0.0932
H -0.486 7.061 4.793 0.0375 0.0401 0.0490
H 4.343 6.355 4.541 -0.0707 -0.0177 -0.0229
C -1.356 -3.839 5.229 -0.3127 -0.3718 0.3378
C 1.234 -1.105 1.306 -0.6483 0.5629 0.0327
Cl 5.143 5.459 -1.091 -1.2774 -0.5801 -0.8354
C -0.098 1.290 -8.153 0.0290 -0.0021 -0.2225
C -3.824 -2.704 5.349 0.1338 0.0122 -0.0616
C 5.168 -1.126 4.731 -0.0717 0.1082 0.0959
C -4.608 2.270 4.958 0.0332 0.0967 0.1013
H 1.849 -0.491 -1.153 -1.6626 1.0021 -0.3771
H 0.986 8.323 6.365 -0.0006 -0.0479 -0.0480
C 0.592 6.936 4.771 0.0755 -0.4212 -0.4476
H 3.557 -2.121 -11.116 0.0524 -0.0399 0.0064
C 2.726 -6.883 -5.527 -0.5349 -0.0947 -0.2101
C 0.154 -0.406 0.296 0.8874 -0.2772 0.2352
C 1.410 7.636 5.644 0.1291 -0.0334 -0.0110
C 0.898 0.171 -1.043 0.5027 -0.6076 1.8001
C 2.316 5.761 -1.812 1.2494 0.7185 -0.3002
N 2.966 3.391 0.830 -3.5345 3.7340 -3.0917
H -3.054 -1.180 4.040 0.0118 -0.0504 0.0305
C 0.404 1.264 -3.219 0.1495 0.6129 1.0897
H 4.957 -5.889 -12.610 -0.0556 0.0508 0.0137
C -9.071 0.620 7.901 -0.0188 0.1084 0.0480
H -0.730 -3.861 -4.510 0.0433 0.0542 -0.0068
O -0.807 -1.461 -0.030 -0.7440 1.3536 0.4236
H -9.791 -0.079 7.493 0.0615 0.0218 0.0198
H 1.403 -0.595 4.855 0.0196 0.0572 0.0547
C 3.833 -7.607 -5.113 -0.0242 -0.1916 -0.0139
H -4.235 -4.381 6.639 -0.0151 0.0489 -0.0313
C 0.974 6.408 0.454 1.1913 0.6952 0.3213
C -3.687 2.071 2.772 -0.1815 -0.3970 -0.4206
O 0.688 3.386 -1.998 -2.3905 1.2418 0.6829
C 0.305 -0.003 -7.858 0.0585 -0.4705 -0.3691
H 0.616 -9.215 -6.354 0.0575 -0.0373 0.0285
H 2.861 0.666 6.441 -0.0034 -0.0515 -0.0460
H 5.328 0.294 6.339 -0.0496 -0.0386 -0.0448
C -3.501 -3.869 6.025 0.4735 -0.3520 0.0454
C -9.473 1.844 8.416 -0.0961 0.0272 0.0015
C 4.276 -1.774 3.892 -0.6129 -0.0314 -0.1016
H 2.402 -3.890 -7.453 -0.0461 0.0644 -0.0054
C -8.517 2.709 8.929 -0.0921 -0.0960 -0.0568
C 3.279 6.540 4.627 -0.0808 0.1159 0.1142
H 4.726 -7.100 -4.771 -0.0706 0.0014 -0.0186
H -6.040 0.731 5.441 0.0445 0.0332 -0.0169
H -7.358 -0.636 7.535 -0.0646 0.0113 0.0076
C 1.897 -4.474 -12.622 -0.0755 0.5586 0.2521
N 2.946 -1.591 3.930 0.4938 0.2928 0.5990
H -0.966 0.256 -1.966 0.7742 -0.1384 -0.1412
C -0.796 5.486 -2.017 -3.6411 -0.8060 0.3450
H -3.148 3.635 4.147 0.0024 -0.0583 -0.0495
H 2.508 -10.678 -5.638 -0.0226 0.0646 -0.0075
H -5.789 -0.370 3.214 -0.0234 0.0170 0.0549
H 2.946 -1.555 -6.758 -0.0550 -0.0556 -0.0507
C 1.547 -8.788 -5.993 -0.1407 0.5837 -0.0528
H 6.232 -1.314 4.657 -0.0650 -0.0031 -0.0212
C -2.840 -2.095 4.583 -0.0023 0.1321 -0.0722
H 5.440 -3.723 -11.466 -0.0680 0.0101 -0.0052
N -6.773 1.130 8.412 -0.7144 0.1740 -0.0668
H -2.690 6.612 0.040 -0.9686 -1.3748 -0.8815
H 0.963 -0.853 2.395 0.4706 -0.3115 -1.6928
H 1.900 6.578 1.136 -1.6231 -0.2909 -1.1273
H 2.730 -5.798 -5.514 0.0708 -0.0527 0.0452
C 0.430 0.838 -10.443 -0.0603 0.1108 0.1369
C -2.456 5.034 -1.827 -0.5311 2.2729 2.2299
N -2.289 -4.449 5.980 -0.1868 0.6123 -0.3554
H -4.820 -2.282 5.419 0.0474 -0.0223 0.0146
H -10.521 2.122 8.418 0.0763 -0.0212 -0.0013
N -4.404 0.969 2.496 -0.0783 0.2211 0.6246
N -1.324 3.075 0.807 3.7970 3.8659 -3.8505
H -0.390 0.457 0.818 0.7644 -1.1683 -0.7175
C 2.482 -0.723 4.844 0.1279 -0.4450 -0.4697
H -0.455 1.949 -7.371 0.0209 -0.0538 -0.0134
H 4.624 -2.478 3.143 0.0375 0.0321 0.0455
H 2.722 5.189 3.042 0.0521 -0.0136 0.0580
C -5.224 0.523 3.463 0.2981 0.1189 -0.4634
C -0.259 -4.137 8.714 -0.1752 0.0323 -0.0423

=====

Entry 2:
157
Properties=species:S:1:pos:R:3:forces:R:3 method="wB97M-V/def2-TZVPD" orbital_gap_ev=6.140 fmax_ev_per_a=1.53 charge=+2 multiplicity=1 energy_ha=-10569.1490 homo_ev=-11.94
C -2.745 -0.513 -3.861 0.1248 0.2036 -0.1628
C -2.872 5.432 -0.519 0.0972 -0.0159 0.0037
C 2.144 -4.275 -1.180 -0.0281 0.1023 -0.0597
H 1.217 -6.205 1.206 0.0129 0.0005 -0.0268
H 6.649 -3.155 -1.352 -0.0225 0.0042 0.0239
H -2.573 2.123 -2.479 0.0082 0.0071 0.0166
C -3.461 3.543 2.477 0.0051 -0.0442 0.1617
C 1.620 -3.030 -0.450 -0.1158 0.1333 -0.1113
C 1.616 1.397 5.257 -0.0142 -0.0943 0.1940
C 3.609 1.268 -0.408 0.1445 -0.0108 -0.0501
H 3.126 -4.058 -1.606 -0.0355 -0.0406 -0.0012
C -4.005 4.834 -1.043 -0.0244 -0.0248 0.0023
C 1.071 1.505 -3.826 0.1244 0.0591 -0.1844
H 2.264 -5.118 -0.503 0.0037 0.0042 0.0097
N -2.325 1.953 0.996 -0.2439 0.0832 0.4199
C -1.293 -3.658 -1.205 -0.2584 -0.2375 0.0244
C 1.142 -5.429 1.965 -0.0770 0.0041 0.0703
H -0.860 2.814 3.887 0.0348 0.0155 -0.0578
H -0.746 5.320 -0.262 0.0093 -0.0107 -0.0054
P 0.073 2.734 -1.527 -0.0741 -0.2637 -0.8389
C 2.501 -1.322 2.755 -0.0129 0.0230 0.2000
C -2.657 3.043 -1.907 0.0790 0.0240 -0.1055
C 0.633 2.275 -6.086 0.0136 -0.0377 0.0411
Si 1.929 0.354 -2.619 -0.2671 -0.2177 -0.1816
H -2.157 -3.098 -2.970 0.0403 0.0512 -0.0140
C 4.596 -1.190 0.505 -0.2096 -0.2975 -0.2862
C 1.085 0.626 2.240 -0.1137 -0.5240 0.0324
H -6.583 1.284 2.567 0.0251 0.0232 -0.0092
Ge -2.123 -0.734 -2.009 0.2325 -0.4948 -0.0850
C 1.321 4.023 -1.218 -0.0753 -0.0928 0.3978
C -0.449 3.353 -4.228 0.0176 0.0465 0.0129
H 0.779 1.200 1.333 -0.0022 0.2081 0.0456
H -1.112 4.125 -3.859 -0.0126 -0.0167 0.0000
H -4.607 0.609 1.253 -0.0094 -0.0148 0.0031
H 1.944 0.656 -5.601 -0.0449 0.0348 0.0129
C 2.637 5.908 -1.922 -0.0248 -0.0361 -0.0132
H -2.950 6.373 0.011 -0.0038 -0.0324 -0.0027
C -1.567 -5.102 -1.506 -0.0501 0.0789 0.0331
H -5.749 -1.811 -1.043 0.0063 -0.0434 -0.0190
C -0.994 -7.460 -1.371 -0.0070 0.0530 0.0016
H -2.596 4.196 2.431 -0.0208 -0.0208 -0.0047
H -0.744 3.913 -6.275 0.0209 -0.0112 0.0203
H -3.616 -0.957 0.036 -0.0293 0.0138 0.0709
H 1.899 2.245 5.891 -0.0261 -0.0687 -0.0191
H 2.306 -2.720 0.335 0.0816 -0.0859 -0.0215
H -3.533 -3.293 0.802 -0.0510 -0.0514 0.0486
H 4.976 1.855 1.159 -0.0297 -0.0195 -0.0282
H -3.403 -4.699 -2.563 0.0319 -0.0149 0.0159
H -2.319 -8.824 -2.365 0.0032 0.0121 0.0005
C 4.868 3.221 -1.930 -0.0108 -0.0296 0.0317
C 5.243 3.028 -0.601 -0.0039 0.0310 -0.0545
C -5.705 1.919 2.553 0.0168 -0.0166 -0.0024
C 3.028 6.139 -0.610 -0.0234 -0.0175 -0.0062
C 1.274 1.413 -5.205 0.0336 0.0976 0.0339
H 1.512 4.679 -3.262 -0.0110 0.0003 0.0123
H 8.110 -2.796 0.613 -0.0225 0.0147 -0.0031
H -4.380 -2.873 -1.364 0.0008 0.0290 -0.0190
H -0.356 -1.451 4.600 0.0195 0.0075 -0.0117
H 6.029 3.631 -0.163 -0.0275 -0.0273 -0.0329
H -0.190 -3.936 2.701 0.0005 -0.0472 0.0657
C -3.835 -0.792 -1.017 -0.1125 0.1933 -0.0339
H 5.365 3.977 -2.527 -0.0193 -0.0246 0.0301
H -0.861 -0.774 -4.923 -0.0017 0.0100 0.0200
H 0.294 4.147 3.910 -0.0511 -0.0713 -0.0199
H -0.864 0.439 3.166 -0.0398 0.0350 -0.0654
C 2.796 -1.000 -3.564 0.1302 -0.0853 -0.1904
H -0.219 3.458 2.370 0.0121 0.0131 0.0864
C -4.780 -1.874 -1.543 -0.0533 0.1054 0.0606
H 0.136 -5.900 -0.472 0.0938 0.0090 -0.0022
H -2.238 -4.676 3.670 0.0149 0.0081 0.0890
C 4.634 2.040 0.147 -0.0450 -0.0122 0.0535
H 4.407 -2.133 -1.417 0.0609 0.0072 0.0358
H 0.676 0.994 5.639 0.0682 0.0244 -0.0007
H 3.615 -0.587 -4.162 -0.0318 -0.0586 0.0209
C -3.287 -0.935 3.988 -0.0887 0.2012 0.2290
C -0.233 3.242 -5.596 -0.0119 0.0011 0.0328
C -2.967 -6.784 -2.549 0.0213 -0.0059 -0.0064
C 7.124 -2.350 0.580 -0.0170 0.0045 0.0125
C -2.110 -7.791 -2.123 -0.0189 0.0217 0.0070
H -3.363 -0.010 3.426 -0.0887 0.1708 -0.0343
C 0.363 -1.162 3.843 -0.1038 0.0291 -0.0083
H -2.161 -0.120 -5.915 0.0194 -0.0193 0.0451
C 0.201 2.492 -3.343 0.0313 0.0059 0.0298
H 2.108 -1.523 -4.234 0.0204 0.0241 0.0508
C -4.593 1.534 1.816 -0.0340 0.0008 -0.0211
C -0.738 -6.132 -1.060 -0.0150 0.0369 -0.0471
H -2.653 1.674 0.078 0.0787 -0.0851 -0.0174
H -4.308 0.194 -1.094 -0.0029 -0.0218 -0.0071
C -1.508 3.636 -1.369 -0.0929 -0.1989 0.0690
H -4.965 -1.775 -2.614 0.0017 0.0182 0.0200
C 5.421 -0.996 1.612 0.0703 0.0457 -0.0120
C 3.072 2.883 3.089 0.1958 0.0643 -0.0733
H -1.749 2.774 0.865 -0.0001 0.0037 -0.1060
H -4.275 -1.154 4.408 0.0573 0.0401 0.0204
H -3.171 -1.488 -4.111 -0.0767 0.0325 -0.0067
Si -2.758 -2.372 2.964 -0.1170 0.1254 -0.3696
C 1.795 4.849 -2.232 -0.0337 0.1866 0.0224
C 1.597 -1.665 3.842 0.2120 -0.0479 -0.0315
H 1.587 -2.224 -1.209 0.0586 0.0224 0.0124
H 2.990 6.556 -2.715 0.0081 -0.0149 0.0167
H 1.352 3.616 0.890 0.0132 -0.0157 -0.0109
H 2.386 0.630 5.360 -0.0253 0.0527 0.0174
C 3.220 1.449 -1.747 0.1499 0.0318 0.0142
C 3.872 2.441 -2.492 0.0280 -0.0280 0.0890
C 0.039 3.209 3.404 -0.1499 0.1628 -0.0316
C -4.567 3.915 3.229 0.0030 -0.0077 -0.0129
C -2.160 -3.686 4.118 0.2081 -0.2616 0.0820
H -3.853 -7.032 -3.118 0.0082 -0.0007 0.0059
C -3.463 2.343 1.775 0.0619 -0.0276 -0.0658
C -0.084 -0.224 2.784 0.0515 0.2960 -0.0529
H -1.018 -5.161 1.751 0.0450 -0.0244 0.0101
H 3.356 -1.964 2.586 -0.0541 -0.0375 -0.0125
H -4.974 5.297 -0.911 0.0279 -0.0058 -0.0064
H 2.059 -4.836 1.937 -0.0290 0.0030 -0.0123
H 1.114 -5.938 2.930 0.0210 0.0025 -0.0193
Si 1.481 2.036 3.524 -0.0637 0.0196 -0.0513
H -1.146 -3.556 4.494 -0.0754 -0.0102 0.0761
C 6.680 -1.575 1.645 0.0022 0.0023 -0.0086
C -3.896 3.637 -1.745 -0.0030 0.0262 0.0247
H -0.317 -8.234 -1.029 -0.0300 0.0287 0.0062
H -2.600 -0.783 4.825 -0.0732 0.0043 -0.0154
C -1.723 -0.102 -4.913 -0.0981 -0.0869 -0.0561
H -4.795 -2.326 1.574 0.0449 -0.0624 -0.0379
C 2.272 -0.265 1.949 0.0559 -0.1617 -0.0799
C 1.721 4.254 0.096 0.0640 0.0412 -0.0232
H 2.878 5.476 1.428 -0.0097 -0.0039 -0.0376
C 5.042 -1.978 -0.555 0.0695 0.0079 0.0835
C -1.622 4.834 -0.672 -0.0361 0.0723 -0.0653
Ge -0.168 -3.267 0.351 0.0345 -0.3669 0.0607
H -3.580 0.194 -3.837 0.0024 -0.0175 -0.0264
C -1.730 -2.706 -2.043 0.1299 -0.0312 0.0527
H 3.226 -1.738 -2.886 -0.0483 -0.0091 -0.0988
C -2.701 -5.459 -2.243 -0.1013 -0.0157 0.0199
C -3.995 -3.047 1.763 -0.2401 -0.0661 -0.0831
H 3.206 3.047 2.020 0.0157 0.0251 0.0716
As -1.237 -1.220 1.424 0.0111 -0.5010 -0.0533
H -4.777 3.172 -2.169 0.0184 0.0127 0.0010
H 1.915 -2.373 4.598 0.0077 0.0369 -0.0268
H -6.563 3.407 3.843 0.0282 -0.0114 -0.0041
H 3.594 2.602 -3.529 -0.0010 0.0056 0.0449
P 3.026 -0.290 0.304 -0.2420 0.6541 0.0173
Hf 0.169 -0.148 -0.638 0.7555 1.0864 0.7759
H 3.091 3.859 3.586 0.0242 -0.0742 -0.0147
C 6.305 -2.554 -0.519 -0.0543 0.0207 0.0048
C 2.574 5.306 0.403 -0.0377 -0.0049 -0.0145
H 1.488 -4.579 -1.995 -0.0303 0.0249 0.0160
C -5.696 3.107 3.269 0.0201 0.0175 0.0012
H -4.550 4.850 3.776 -0.0019 -0.0205 -0.0189
C -0.109 -4.558 1.816 0.2525 -0.0565 0.0889
H 0.804 2.189 -7.152 -0.0124 -0.0023 0.0355
H 3.690 6.964 -0.377 -0.0330 -0.0169 -0.0109
H -1.360 0.906 -4.733 -0.0003 -0.0027 -0.0029
H 5.086 -0.395 2.449 0.0239 0.0286 -0.0177
H -4.447 -3.960 2.163 0.0046 0.0757 -0.0253
H -2.842 -3.638 4.975 0.0107 -0.0270 -0.0446
H 7.319 -1.417 2.504 -0.0104 -0.0064 -0.0056
H 3.929 2.314 3.461 -0.0365 0.0251 -0.0513

=====

Number 1: molecular weight 1134.83 g mol⁻¹. Number 2: molecular weight 1422.22 g mol⁻¹.